C35H34MnN4O4 | wB97M-V/def2-TZVPD

The geometry in XYZ format:
```
78
Properties=species:S:1:pos:R:3:lowdin_charge:R:1
Mn -0.73 2.14 -0.86 0.79
O 2.04 8.06 2.03 -0.07
C 1.21 8.03 1.10 -0.71
O 0.78 8.95 0.38 -0.06
C 0.70 6.61 0.74 -0.10
C 1.14 5.51 1.46 -0.01
C 0.65 4.25 1.13 -0.12
N -0.22 4.06 0.14 0.02
C -0.63 5.11 -0.58 -0.17
C -0.21 6.40 -0.29 0.05
C -1.57 4.80 -1.77 -0.62
O -2.17 5.73 -2.28 0.01
O -1.59 3.57 -2.13 -0.15
H 1.85 5.65 2.26 0.10
H 0.97 3.36 1.67 0.10
H -0.57 7.23 -0.88 0.12
C 1.37 -4.83 2.25 -0.04
C 2.32 -4.43 1.16 -0.22
C 3.07 -5.38 0.47 -0.07
C 3.91 -5.03 -0.58 -0.11
C 3.98 -3.69 -0.95 -0.10
C 3.25 -2.73 -0.28 -0.02
C 2.43 -3.08 0.79 -0.20
N 1.70 -2.13 1.52 0.12
C 1.21 -0.98 0.79 -0.38
N 2.14 0.01 0.77 0.12
C 2.36 1.01 -0.25 -0.24
C 1.35 1.43 -1.10 -0.15
C 1.79 2.37 -2.05 -0.18
C 3.06 2.92 -2.10 -0.11
C 4.01 2.47 -1.20 -0.08
C 3.69 1.50 -0.26 -0.24
C 4.74 1.03 0.71 -0.07
N 0.05 -0.92 0.29 0.19
C -0.77 -2.05 0.37 -0.25
C -1.43 -2.36 1.55 -0.05
C -2.20 -3.52 1.66 -0.12
C -2.33 -4.36 0.56 -0.13
C -1.71 -4.01 -0.63 -0.06
C -0.94 -2.87 -0.76 -0.21
C -0.29 -2.49 -2.06 -0.03
H 1.42 -5.91 2.43 0.07
H 0.34 -4.58 1.99 0.07
H 1.61 -4.33 3.20 0.08
H 2.98 -6.42 0.76 0.10
H 4.48 -5.78 -1.11 0.09
H 4.61 -3.39 -1.78 0.10
H 3.30 -1.69 -0.60 0.11
H 0.93 -2.56 2.02 0.08
H 2.93 -0.23 1.33 0.10
H 1.07 2.76 -2.77 0.08
H 3.30 3.69 -2.82 0.09
H 5.01 2.90 -1.19 0.09
H 5.66 1.58 0.57 0.07
H 4.97 -0.03 0.61 0.07
H 4.43 1.19 1.75 0.08
H -1.34 -1.67 2.38 0.12
H -2.70 -3.74 2.59 0.09
H -2.94 -5.25 0.63 0.09
H -1.84 -4.65 -1.50 0.10
H -0.67 -3.11 -2.87 0.07
H 0.80 -2.60 -2.01 0.07
H -0.48 -1.43 -2.28 0.08
C -5.39 -0.11 1.17 -0.07
C -4.88 -0.06 -0.28 -0.65
C -4.91 -1.48 -0.87 -0.07
C -5.80 0.84 -1.11 -0.07
C -3.51 0.48 -0.30 -0.19
C -2.37 0.92 -0.31 -0.10
H -6.41 -0.52 1.20 0.07
H -5.40 0.88 1.61 0.08
H -4.75 -0.75 1.78 0.07
H -5.94 -1.85 -0.89 0.07
H -4.30 -2.16 -0.28 0.06
H -4.52 -1.47 -1.89 0.08
H -6.84 0.49 -1.05 0.07
H -5.49 0.85 -2.15 0.08
H -5.76 1.87 -0.75 0.08
```

For the HOMO energy (spin up / spin down), the calculation gives -2.41 / -3.06 eV. As for the energy above the lowest of the compared OMol25 structures with the same formula, charge and spin: 3.5 kJ/mol. As for the expectation value of S²: 8.7581. The spin multiplicity is 6. Its net charge is -2. As for the LUMO energy (spin up / spin down): 3.77 / 3.77 eV. The value obtained for the molar mass is 629.62 g/mol.

***

C35H34N3O3P2S4Sn | wB97M-V/def2-TZVPD

The geometry in XYZ format:
```
82
Properties=species:S:1:pos:R:3:lowdin_charge:R:1
Sn -2.29 -0.23 -0.90 0.93
C 1.91 2.50 1.24 -0.11
N 0.65 1.85 0.81 -0.48
P 0.52 0.12 0.60 0.97
C 2.03 -0.26 -0.34 -0.38
C 1.86 -0.45 -1.71 -0.12
C 2.95 -0.71 -2.53 -0.06
C 4.22 -0.77 -1.98 -0.07
C 4.40 -0.58 -0.61 -0.08
C 3.31 -0.33 0.21 -0.10
C 0.86 -0.50 2.26 -0.36
C 0.76 0.29 3.41 -0.11
C 0.94 -0.27 4.66 -0.07
C 1.21 -1.63 4.79 -0.07
C 1.29 -2.42 3.65 -0.06
C 1.11 -1.87 2.40 -0.09
P -0.47 2.73 -0.04 1.04
C 0.32 4.02 -0.99 -0.35
C 1.04 3.62 -2.12 -0.08
C 1.73 4.56 -2.87 -0.06
C 1.69 5.90 -2.50 -0.05
C 0.97 6.30 -1.38 -0.06
C 0.29 5.37 -0.62 -0.09
C -1.82 3.25 0.86 -0.24
C -2.71 4.23 0.38 -0.08
C -3.87 4.48 1.06 0.00
C -4.28 3.73 2.22 -0.05
C -3.52 2.72 2.66 0.02
C -2.20 2.38 2.05 -0.34
H 2.63 2.55 0.42 0.09
H 2.34 1.92 2.05 0.07
H 1.71 3.51 1.60 0.09
H 0.86 -0.43 -2.14 0.08
H 2.81 -0.88 -3.59 0.11
H 5.08 -0.98 -2.61 0.11
H 5.39 -0.64 -0.18 0.11
H 3.45 -0.21 1.28 0.11
H 0.55 1.35 3.32 0.08
H 0.87 0.35 5.54 0.11
H 1.35 -2.06 5.77 0.11
H 1.49 -3.48 3.74 0.11
H 1.15 -2.51 1.52 0.08
H 1.07 2.57 -2.40 0.10
H 2.29 4.25 -3.74 0.12
H 2.22 6.63 -3.09 0.11
H 0.95 7.34 -1.10 0.11
H -0.25 5.68 0.27 0.11
H -2.47 4.80 -0.51 0.11
H -4.51 5.27 0.71 0.12
H -5.22 3.97 2.69 0.12
H -3.83 2.08 3.48 0.14
H -1.42 2.51 2.81 0.17
O -3.16 0.78 0.74 -0.44
O -2.13 1.01 1.73 -0.24
C -6.30 -0.81 0.63 -0.21
S -5.95 -0.50 -1.11 0.93
C -6.63 -1.97 -1.90 -0.21
O -4.45 -0.70 -1.23 -0.78
H -6.62 -1.83 0.80 0.06
H -7.06 -0.10 0.96 0.06
H -5.36 -0.60 1.13 0.05
H -6.91 -2.72 -1.17 0.06
H -5.84 -2.34 -2.55 0.06
H -7.50 -1.68 -2.50 0.06
S 0.64 -4.27 -4.34 0.61
C 0.11 -3.92 -2.83 -1.12
S -1.48 -3.30 -2.46 0.94
C -1.04 -3.11 -0.78 -1.13
N 0.16 -3.50 -0.52 0.04
N 0.78 -3.99 -1.64 -0.15
C 2.11 -4.49 -1.48 -0.22
C 3.03 -3.73 -0.78 -0.02
C 4.31 -4.23 -0.59 -0.07
C 4.67 -5.47 -1.10 -0.08
C 3.73 -6.22 -1.80 -0.07
C 2.44 -5.74 -1.99 -0.03
S -2.13 -2.41 0.39 0.50
H 2.74 -2.77 -0.39 0.08
H 5.04 -3.64 -0.04 0.10
H 5.67 -5.85 -0.96 0.11
H 4.00 -7.19 -2.20 0.11
H 1.71 -6.32 -2.53 0.10
```

For the HOMO energy, the calculation gives -9.53 eV. As for the energy above the lowest of the compared OMol25 structures with the same formula, charge and spin: 78.6 kJ/mol. Its net charge is +1. As for the LUMO energy: -4.77 eV. The value obtained for the molar mass is 853.60 g/mol.

***

C35H35Br2N3O7Sn | wB97M-V/def2-TZVPD

The geometry in XYZ format:
```
83
Properties=species:S:1:pos:R:3:lowdin_charge:R:1
Sn -1.43 0.74 1.27 1.34
O -5.59 -0.07 -0.49 0.14
C -4.54 -0.43 0.23 -0.49
O -4.35 -0.06 1.37 0.07
C -3.64 -1.40 -0.47 -0.19
C -4.10 -2.24 -1.47 0.02
C -3.22 -3.18 -1.99 -0.02
C -1.91 -3.22 -1.52 0.02
C -1.54 -2.31 -0.53 -0.17
N -2.40 -1.44 -0.01 0.14
C -0.16 -2.30 0.08 -0.48
O 0.86 -2.64 -0.71 0.14
O 0.01 -2.04 1.24 0.09
H -6.11 0.57 0.01 0.14
H -5.11 -2.16 -1.83 0.13
H -3.54 -3.88 -2.75 0.12
H -1.21 -3.95 -1.89 0.12
H 0.61 -2.66 -1.64 0.10
C 6.39 0.19 2.49 -0.07
C 6.01 0.21 1.00 -0.56
C 6.55 -1.08 0.36 -0.05
C 6.67 1.43 0.36 -0.05
C 4.50 0.29 0.80 -0.18
C 3.60 0.45 1.85 -0.08
C 2.26 0.55 1.57 -0.53
Br 1.06 0.79 3.06 0.77
C 1.69 0.52 0.29 -0.39
O 0.40 0.66 0.09 -0.34
C 2.61 0.35 -0.78 -0.08
C 3.96 0.25 -0.48 0.00
C 2.24 0.30 -2.28 -0.51
C 2.84 1.54 -2.96 -0.04
C 2.83 -0.97 -2.90 -0.04
C 0.73 0.30 -2.59 -0.05
H 7.47 0.09 2.58 0.08
H 5.93 -0.66 3.00 0.09
H 6.09 1.11 2.99 0.09
H 7.63 -1.16 0.52 0.08
H 6.37 -1.09 -0.72 0.07
H 6.06 -1.95 0.79 0.09
H 7.75 1.42 0.54 0.08
H 6.26 2.35 0.78 0.09
H 6.50 1.45 -0.72 0.08
H 3.93 0.48 2.88 0.09
H 4.65 0.15 -1.31 0.10
H 3.92 1.58 -2.85 0.08
H 2.42 2.45 -2.51 0.09
H 2.60 1.55 -4.03 0.08
H 3.92 -0.96 -2.92 0.08
H 2.48 -1.09 -3.93 0.09
H 2.51 -1.85 -2.33 0.07
H 0.25 1.21 -2.22 0.08
H 0.22 -0.55 -2.13 0.06
H 0.59 0.25 -3.67 0.09
C -3.31 -4.27 4.51 -0.05
C -3.22 -2.77 4.55 -0.25
C -3.94 -2.01 5.47 -0.02
C -3.85 -0.63 5.45 -0.09
C -3.04 -0.05 4.49 -0.75
Br -2.89 1.84 4.36 0.74
N -2.33 -0.75 3.62 -0.03
C -2.42 -2.07 3.66 -0.08
H -3.86 -4.65 5.36 0.08
H -2.31 -4.72 4.50 0.08
H -3.82 -4.59 3.60 0.08
H -4.57 -2.50 6.21 0.12
H -4.40 -0.01 6.15 0.10
H -1.79 -2.59 2.94 0.11
O -2.22 3.22 0.53 -0.04
C -2.54 2.78 -0.58 -0.48
N -2.45 1.46 -0.91 0.05
C -2.80 1.30 -2.23 -0.43
O -2.81 0.24 -2.84 0.07
C -3.19 2.65 -2.78 -0.08
C -3.62 3.04 -4.03 0.00
C -3.90 4.39 -4.22 -0.07
C -3.75 5.31 -3.18 -0.07
C -3.31 4.90 -1.92 0.00
C -3.03 3.56 -1.75 -0.09
H -3.74 2.32 -4.83 0.12
H -4.23 4.74 -5.19 0.10
H -3.97 6.35 -3.36 0.10
H -3.19 5.61 -1.11 0.12
```

For the HOMO energy, the calculation gives -7.32 eV. As for the energy above the lowest of the compared OMol25 structures with the same formula, charge and spin: 42.6 kJ/mol. Its net charge is 0. As for the LUMO energy: -0.42 eV. The value obtained for the molar mass is 888.20 g/mol.

***

C35H35BrIrN5O4Si | wB97M-V/def2-TZVPD

The geometry in XYZ format:
```
82
Properties=species:S:1:pos:R:3:lowdin_charge:R:1
Ir 0.00 0.29 1.22 1.05
O -0.76 -3.17 3.91 0.06
C -0.27 -4.13 3.10 -0.26
C -0.42 -5.46 3.48 0.00
C 0.05 -6.47 2.66 -0.07
C 0.66 -6.18 1.45 -0.09
C 0.81 -4.85 1.08 -0.04
C 0.36 -3.82 1.89 -0.11
C 0.59 -2.39 1.49 -0.40
O -0.52 -1.59 1.69 -0.35
N 1.65 -1.79 2.36 0.06
N 1.72 -0.44 2.11 -0.14
C 2.84 0.18 2.20 -0.16
C 3.00 1.59 1.93 -0.59
Br 1.40 2.63 1.98 0.93
C 4.16 2.21 1.69 -0.08
C 5.46 1.56 1.51 -0.23
C 6.60 2.18 2.03 -0.03
C 7.84 1.58 1.89 -0.06
C 7.96 0.37 1.22 -0.07
C 6.84 -0.23 0.67 -0.07
C 5.60 0.36 0.81 -0.05
H -0.76 -2.34 3.41 0.05
H -0.91 -5.68 4.42 0.12
H -0.08 -7.50 2.97 0.11
H 1.02 -6.97 0.81 0.10
H 1.28 -4.61 0.13 0.11
H 0.93 -2.36 0.45 0.14
H 2.55 -2.26 2.34 0.15
H 3.73 -0.37 2.47 0.14
H 4.15 3.30 1.63 0.11
H 6.51 3.12 2.55 0.12
H 8.72 2.06 2.31 0.11
H 8.94 -0.09 1.11 0.11
H 6.94 -1.15 0.11 0.11
H 4.73 -0.09 0.33 0.11
C -5.37 -2.12 -4.92 -0.05
O -5.72 -0.75 -5.04 -0.05
C -4.74 0.17 -5.06 -0.27
C -5.15 1.49 -5.25 0.02
C -4.22 2.50 -5.28 0.00
C -2.86 2.22 -5.07 -0.29
C -2.45 0.89 -4.93 0.00
C -3.38 -0.13 -4.92 0.01
N -2.00 3.30 -5.09 0.11
N -0.81 3.22 -4.68 0.11
C -0.32 2.73 -3.56 -0.22
C 1.08 2.46 -3.56 0.02
C 1.67 1.72 -2.60 0.02
C 0.91 1.21 -1.49 -0.33
O 1.41 0.44 -0.65 -0.05
C -0.49 1.67 -1.35 -0.11
N -1.15 1.35 -0.19 -0.04
C -2.39 1.78 -0.03 -0.10
C -3.03 2.61 -0.95 0.01
C -2.37 2.95 -2.11 0.03
C -1.09 2.44 -2.34 -0.07
H -6.30 -2.67 -4.95 0.10
H -4.86 -2.32 -3.97 0.10
H -4.73 -2.44 -5.75 0.10
H -6.21 1.69 -5.39 0.13
H -4.52 3.53 -5.44 0.12
H -1.40 0.65 -4.85 0.12
H -3.04 -1.16 -4.83 0.11
H 1.64 2.81 -4.42 0.13
H 2.72 1.46 -2.63 0.13
H -2.90 1.48 0.87 0.08
H -4.02 2.97 -0.73 0.13
H -2.84 3.62 -2.82 0.12
C -0.75 0.17 4.71 -0.19
Si -1.44 0.67 3.03 0.39
C -1.74 2.54 3.17 -0.26
C -3.05 -0.27 2.73 -0.20
H -1.31 0.73 5.47 0.04
H 0.30 0.44 4.82 0.03
H -0.86 -0.88 4.95 0.02
H -2.76 2.75 3.51 0.04
H -1.58 3.11 2.25 -0.01
H -1.07 2.95 3.93 0.02
H -3.90 0.21 3.21 0.04
H -2.95 -1.27 3.14 0.03
H -3.28 -0.40 1.67 0.02
```

For the HOMO energy (spin up / spin down), the calculation gives -10.21 / -10.23 eV. As for the energy above the lowest of the compared OMol25 structures with the same formula, charge and spin: 26.9 kJ/mol. As for the expectation value of S²: 0.8103. The spin multiplicity is 2. Its net charge is +1. As for the LUMO energy (spin up / spin down): -4.17 / -4.61 eV. The value obtained for the molar mass is 889.90 g/mol.

***

- Which value of net charge does entry 2 give?
  +1